{
  "formula": "C32H26AuN6PS2",
  "method": "the ωB97M-V functional and the def2-TZVPD basis",
  "charge": 0,
  "homo_lumo_gap_ev": 6.179,
  "relative_energy_kj_mol": 0.0,
  "e_lumo_ha": -0.0221,
  "spin_multiplicity": 1,
  "homo_ev": -6.7798,
  "symbols": ["Au", "N", "C", "N", "C", "N", "N", "C", "C", "C", "C", "C", "C", "N", "C", "C", "C", "C", "C", "C", "H", "H", "H", "H", "H", "H", "H", "H", "H", "H", "H", "N", "C", "C", "C", "C", "C", "C", "H", "H", "H", "H", "H", "S", "P", "S", "C", "C", "C", "C", "C", "C", "C", "C", "C", "C", "C", "C", "H", "H", "H", "H", "H", "H", "H", "H", "H", "H"],
  "positions_angstrom": [[-0.372, 1.446, 0.124], [-4.325, -0.519, 2.441], [-3.043, -0.233, 2.137], [-2.667, 0.730, 1.373], [-3.606, 1.542, 0.786], [-3.317, 2.528, 0.001], [-1.973, 2.756, -0.290], [-1.837, 3.868, -0.910], [-0.598, 4.466, -1.414], [-0.711, 5.683, -2.086], [0.437, 6.286, -2.571], [1.652, 5.656, -2.371], [1.665, 4.443, -1.694], [0.573, 3.858, -1.224], [-5.030, 1.289, 1.057], [-6.060, 2.054, 0.503], [-7.376, 1.767, 0.790], [-7.691, 0.704, 1.639], [-6.693, -0.065, 2.197], [-5.362, 0.231, 1.903], [-4.525, -1.320, 3.016], [-2.294, -0.893, 2.559], [-2.745, 4.438, -1.088], [-1.681, 6.144, -2.222], [0.381, 7.231, -3.096], [2.577, 6.086, -2.730], [2.595, 3.909, -1.526], [-5.792, 2.870, -0.153], [-8.169, 2.362, 0.358], [-8.726, 0.479, 1.862], [-6.928, -0.892, 2.855], [1.253, 0.294, 0.515], [2.465, 0.425, -0.174], [2.440, 0.913, -1.487], [3.606, 1.049, -2.220], [4.837, 0.708, -1.673], [4.875, 0.240, -0.368], [3.713, 0.102, 0.376], [1.481, 1.167, -1.921], [3.547, 1.412, -3.240], [5.747, 0.810, -2.251], [5.825, -0.016, 0.087], [3.772, -0.254, 1.396], [-1.260, -3.081, 1.213], [0.632, -2.585, 1.052], [1.216, -0.698, 1.863], [1.717, -3.774, 1.905], [3.015, -3.438, 2.290], [3.827, -4.381, 2.902], [3.351, -5.663, 3.136], [2.058, -6.000, 2.761], [1.241, -5.059, 2.152], [1.183, -2.502, -0.672], [2.515, -2.710, -1.021], [2.914, -2.586, -2.343], [1.986, -2.243, -3.316], [0.661, -2.027, -2.969], [0.256, -2.157, -1.650], [3.384, -2.435, 2.118], [4.832, -4.111, 3.200], [3.985, -6.398, 3.615], [1.682, -6.998, 2.947], [0.226, -5.307, 1.870], [3.246, -2.971, -0.268], [3.950, -2.746, -2.608], [2.299, -2.138, -4.348], [-0.062, -1.755, -3.728], [-0.776, -1.996, -1.367]],
  "mulliken_charge": [0.4077, -0.0156, -0.7507, -0.1532, 0.1712, -0.7188, -0.0241, -0.0584, 0.5804, -0.7265, -0.3119, -0.8056, -0.2088, -0.0743, 0.9092, -0.2324, -0.8106, -0.3574, -0.8677, 0.0891, 0.2551, 0.6584, 0.3810, 0.3227, 0.4246, 0.3741, 0.5104, 0.4422, 0.3976, 0.3945, 0.3701, -0.5060, 0.9607, -0.6435, -0.7799, -0.7543, -0.5581, -0.3297, 0.4083, 0.4699, 0.4141, 0.4011, 0.5100, -0.5299, 1.6305, -0.2781, 0.0785, 0.0751, -0.7488, -0.4235, -0.5873, -0.7504, 0.2114, -0.1232, -0.7115, -0.3724, -0.7888, -0.4255, 0.2015, 0.4070, 0.3708, 0.3934, 0.3126, 0.2984, 0.4189, 0.3879, 0.4089, 0.3794]
}